No. 1
Computed, not measured: C11H15O8PPm as an isolated structure in a non-equilibrium geometry, with the ωB97M-V functional and the def2-TZVPD basis.

Element x y z (Å)
O -0.533 0.018 -5.312
C 0.117 0.094 -4.363
Pm 1.231 0.026 -2.010
O 2.067 -3.053 -3.706
C 1.781 -2.089 -3.143
C -0.821 1.564 -2.346
O -1.852 2.051 -2.537
C -1.007 -1.101 -2.337
O -2.057 -1.507 -2.599
C 2.263 2.044 -3.307
O 2.763 2.915 -3.867
C 0.516 3.534 1.640
C 0.779 2.274 0.853
O -0.415 1.404 1.041
P -0.690 0.164 0.018
O -1.929 -0.596 0.674
C -2.537 -0.290 1.990
C -1.591 -0.497 3.127
O 0.622 -0.863 0.361
C 0.346 -2.364 0.640
C 1.707 -2.988 0.739
H -0.365 4.056 1.252
H 1.374 4.202 1.510
H 0.361 3.327 2.708
H 0.921 2.514 -0.219
H 1.668 1.734 1.212
H -2.918 0.732 1.918
H -3.381 -0.977 2.017
H -0.795 0.253 3.119
H -2.141 -0.395 4.062
H -1.167 -1.503 3.112
H -0.202 -2.421 1.596
H -0.267 -2.777 -0.179
H 2.281 -2.537 1.556
H 1.578 -4.049 0.969
H 2.290 -2.902 -0.188

Output
- Expectation value of S²: 6.01
- LUMO (alpha / beta): -13.169 / -13.043 eV
- Multiplicity: 5
- Total charge: +3
- HOMO-LUMO gap (alpha / beta): 7.15 / 7.27 eV
- Relative energy (zero: lowest compared OMol25 entry of this formula, charge and spin): 0.0 kcal/mol

=====

No. 2
Computed, not measured: a 2-piece molecular cluster, C17H37N5OPS overall in a non-equilibrium geometry, with the ωB97M-V functional and the def2-TZVPD basis.

Element x y z (Å)
C -6.720 2.308 -3.528
C -5.596 2.262 -4.603
S -4.941 0.581 -4.859
C -3.217 0.582 -4.193
N -3.148 -0.241 -3.022
C -1.798 -0.629 -2.788
C -0.952 0.503 -2.078
C -1.424 0.544 -0.620
C -0.918 1.774 0.172
N -1.928 2.151 1.194
C -2.470 3.381 1.423
C -3.376 3.196 2.441
C -3.384 1.829 2.842
C -2.445 1.222 2.020
H -7.689 2.204 -4.036
H -6.742 3.303 -3.054
H -6.594 1.545 -2.757
H -6.012 2.639 -5.545
H -4.814 2.965 -4.287
H -2.950 1.639 -3.958
H -2.548 0.135 -4.966
H -1.834 -1.454 -2.042
H -1.261 -1.043 -3.681
H 0.129 0.268 -2.168
H -1.110 1.455 -2.604
H -2.518 0.626 -0.672
H -1.099 -0.365 -0.097
H -0.743 2.657 -0.452
H 0.004 1.562 0.737
H -2.198 4.255 0.849
H -4.013 3.960 2.877
H -3.988 1.362 3.608
H -2.198 0.168 2.014
O 3.545 -3.919 1.294
P 3.358 -2.505 1.791
N 2.476 -1.887 0.461
C 2.841 -0.792 -0.412
C 1.209 -2.527 0.133
N 5.023 -2.054 1.746
C 5.558 -0.853 1.135
C 6.002 -3.129 1.638
N 3.051 -1.070 2.755
C 3.554 -1.240 4.144
C 1.644 -0.641 2.885
H 3.153 0.097 0.144
H 1.992 -0.465 -1.013
H 3.637 -1.079 -1.108
H 0.407 -2.152 0.784
H 1.260 -3.611 0.261
H 0.907 -2.352 -0.899
H 5.643 -0.949 0.046
H 6.560 -0.644 1.525
H 4.970 0.031 1.373
H 6.080 -3.508 0.612
H 5.746 -3.958 2.294
H 6.990 -2.780 1.950
H 3.013 -2.031 4.673
H 3.447 -0.311 4.706
H 4.612 -1.496 4.152
H 0.994 -1.451 3.224
H 1.258 -0.251 1.945
H 1.568 0.182 3.597

Output
- LUMO: 1.718 eV
- Total charge: -1
- HOMO-LUMO gap: 3.80 eV

=====

No. 3
Computed, not measured: C47H34AuN6S as an isolated structure, with the ωB97M-V functional and the def2-TZVPD basis.

Element x y z (Å)
Au -1.547 -0.448 0.317
C 0.641 -7.653 1.547
C -0.692 -7.315 1.744
C -1.117 -6.010 1.533
C -0.209 -5.030 1.134
C 1.127 -5.373 0.948
C 1.549 -6.682 1.147
C -0.670 -3.624 0.921
C -1.602 -3.380 -0.100
C -2.138 -4.319 -1.020
C -3.154 -3.705 -1.699
C -3.248 -2.363 -1.229
N -2.274 -2.192 -0.284
C -4.161 -1.314 -1.599
C -3.678 0.004 -1.689
C -4.179 1.029 -2.552
C -3.266 2.033 -2.577
C -2.196 1.700 -1.680
C -1.043 2.452 -1.296
C -0.291 3.369 -2.204
C -0.824 4.101 -3.273
C -0.026 4.907 -4.067
C 1.338 5.003 -3.835
C 1.897 4.252 -2.815
C 1.097 3.440 -2.027
C -0.528 2.314 0.003
N -0.810 1.294 0.879
C -0.262 1.570 2.102
C -0.272 0.675 3.211
C -0.385 1.166 4.610
C -0.627 0.274 5.670
C -0.768 0.711 6.977
C -0.705 2.062 7.277
C -0.548 2.970 6.240
C -0.411 2.532 4.933
C -0.141 -0.716 2.934
C 0.542 -1.710 3.717
C 0.495 -2.885 3.036
C -0.239 -2.659 1.829
N -0.553 -1.324 1.784
C 0.382 2.842 2.001
C 0.248 3.279 0.718
N -2.498 0.466 -1.159
C -5.607 -1.554 -1.861
C -6.152 -2.779 -2.265
C -7.517 -2.940 -2.435
C -8.390 -1.888 -2.192
C -7.880 -0.679 -1.752
C -6.514 -0.520 -1.578
H 0.971 -8.673 1.702
H -1.402 -8.066 2.066
H -2.156 -5.742 1.687
H 1.834 -4.610 0.636
H 2.587 -6.944 0.988
H -1.785 -5.332 -1.147
H -3.705 -4.126 -2.522
H -5.082 0.963 -3.137
H -3.393 2.950 -3.115
H -1.868 4.069 -3.503
H -0.478 5.463 -4.880
H 1.957 5.640 -4.454
H 2.964 4.287 -2.633
H 1.565 2.802 -1.289
H -0.759 -0.777 5.473
H -0.956 -0.012 7.762
H -0.822 2.407 8.297
H -0.554 4.035 6.444
H -0.358 3.277 4.157
H 1.067 -1.519 4.637
H 0.922 -3.833 3.328
H 0.959 3.323 2.775
H 0.593 4.224 0.326
H -5.519 -3.625 -2.459
H -7.902 -3.902 -2.750
H -9.457 -2.019 -2.322
H -8.547 0.143 -1.520
H -6.150 0.409 -1.163
S 0.554 -0.551 -2.153
C 2.135 -1.008 -2.482
N 2.522 -1.935 -3.373
C 3.972 -2.099 -3.472
C 4.491 -1.018 -2.500
N 3.249 -0.514 -1.907
H 1.853 -2.422 -3.939
H 4.319 -1.933 -4.487
H 4.276 -3.097 -3.164
H 5.027 -0.229 -3.022
H 5.147 -1.437 -1.743
H 3.201 0.273 -1.288

Output
- LUMO (alpha / beta): -4.135 / -4.098 eV
- Total charge: +1
- HOMO-LUMO gap (alpha / beta): 4.95 / 5.07 eV
- Relative energy (zero: lowest compared OMol25 entry of this formula, charge and spin): 40.3 kcal/mol

=====

No. 4
Computed, not measured: one molecule with the formula C3H8BrIOSi in a non-equilibrium geometry, with the ωB97M-V functional and the def2-TZVPD basis.

Element x y z (Å)
C 0.028 -2.285 0.820
C 0.690 -1.378 -0.313
O 0.843 -0.129 0.071
Si -0.717 1.167 -0.008
C 0.253 2.699 -0.545
Br -1.585 1.364 2.043
I -2.429 0.395 -1.641
H -0.555 -1.627 1.475
H -0.556 -2.948 0.245
H 0.720 -2.909 1.254
H -0.043 -1.506 -1.169
H 1.748 -1.768 -0.416
H 0.387 2.908 -1.533
H -0.057 3.583 -0.060
H 1.274 2.433 -0.222

Output
- LUMO: -0.125 eV
- Total charge: 0
- SMILES: CCO[Si@](C)(Br)I
- HOMO-LUMO gap: 9.19 eV
- Relative energy (zero: lowest compared OMol25 entry of this formula, charge and spin): 33.9 kcal/mol

=====

No. 5
Computed, not measured: a 7-piece molecular cluster, C33H56BBrN2O15 overall in a non-equilibrium geometry, with the ωB97M-V functional and the def2-TZVPD basis.

Element x y z (Å)
C 2.208 -1.670 3.778
O 3.001 -2.883 3.740
B 3.168 -3.282 2.424
O 2.860 -4.570 2.009
C 3.733 -2.184 1.397
C 4.801 -1.297 1.780
N 5.336 -0.353 1.036
C 4.705 -0.288 -0.174
C 5.142 0.728 -1.098
O 6.119 1.634 -0.774
C 4.576 0.848 -2.343
Br 5.153 2.220 -3.556
C 3.538 -0.035 -2.773
C 3.100 -0.991 -1.904
C 3.661 -1.134 -0.598
N 3.156 -2.116 0.207
H 1.445 -1.627 2.985
H 1.696 -1.624 4.752
H 2.889 -0.801 3.733
H 1.914 -4.580 1.789
H 5.209 -1.418 2.794
H 6.978 1.197 -0.711
H 3.078 0.011 -3.763
H 2.290 -1.666 -2.194
C 0.388 5.735 -3.531
C 1.795 5.351 -3.941
O 1.871 3.973 -4.311
C 1.630 3.513 -5.552
C 0.920 4.412 -6.535
O 1.906 2.378 -5.835
H -0.315 5.620 -4.357
H 0.357 6.771 -3.191
H 0.038 5.090 -2.725
H 2.187 5.993 -4.732
H 2.465 5.468 -3.089
H -0.157 4.283 -6.424
H 1.212 4.117 -7.540
H 1.180 5.464 -6.432
C 8.418 -6.397 4.015
C 7.334 -7.176 4.730
O 6.754 -6.412 5.789
C 5.715 -5.567 5.620
C 5.350 -5.134 4.219
O 5.156 -5.117 6.580
H 8.019 -5.503 3.536
H 8.894 -7.015 3.252
H 9.178 -6.068 4.724
H 6.567 -7.544 4.046
H 7.772 -8.055 5.204
H 5.932 -4.252 3.952
H 4.293 -4.882 4.205
H 5.489 -5.914 3.473
C -2.384 -5.813 -1.267
C -2.240 -4.321 -1.486
O -1.761 -3.664 -0.307
C -0.460 -3.515 -0.014
C 0.560 -4.343 -0.750
O -0.131 -2.783 0.887
H -1.422 -6.280 -1.051
H -2.808 -6.290 -2.151
H -3.034 -6.010 -0.414
H -1.615 -4.085 -2.348
H -3.220 -3.889 -1.688
H 0.695 -5.290 -0.228
H 1.502 -3.796 -0.749
H 0.310 -4.527 -1.793
C -4.711 8.889 -1.185
C -3.308 8.496 -1.599
O -3.240 7.114 -1.966
C -3.485 6.656 -3.203
C -4.191 7.557 -4.187
O -3.218 5.518 -3.490
H -5.418 8.777 -2.008
H -4.735 9.926 -0.849
H -5.060 8.248 -0.375
H -2.915 9.133 -2.394
H -2.635 8.611 -0.750
H -5.269 7.435 -4.076
H -3.902 7.256 -5.193
H -3.924 8.606 -4.090
C -4.845 1.254 -1.030
C -6.339 1.428 -1.210
O -6.823 2.568 -0.495
C -6.848 3.814 -1.006
C -6.034 4.110 -2.242
O -7.447 4.680 -0.430
H -4.291 2.101 -1.436
H -4.502 0.346 -1.529
H -4.597 1.188 0.030
H -6.628 1.473 -2.262
H -6.858 0.569 -0.785
H -5.025 4.399 -1.950
H -6.501 4.939 -2.770
H -5.994 3.283 -2.947
C -4.727 -2.584 5.224
C -3.251 -2.361 5.481
O -2.493 -3.548 5.241
C -1.996 -3.886 4.034
C -2.520 -3.190 2.804
O -1.205 -4.786 3.951
H -4.917 -2.838 4.181
H -5.299 -1.689 5.471
H -5.094 -3.415 5.828
H -2.853 -1.520 4.911
H -3.099 -2.120 6.533
H -3.397 -3.723 2.436
H -1.739 -3.216 2.044
H -2.763 -2.140 2.963

Output
- LUMO: -0.360 eV
- Total charge: 0
- SMILES: COB(O)c1cnc2c(O)c(Br)ccc2n1.CCOC(C)=O.CCOC(C)=O.CCOC(C)=O.CCOC(C)=O.CCOC(C)=O.CCOC(C)=O
- HOMO-LUMO gap: 8.34 eV

=====

No. 6
Computed, not measured: a 13-piece molecular cluster, C2H30O13 overall in a non-equilibrium geometry, with the ωB97M-V functional and the def2-TZVPD basis.

Element x y z (Å)
O -21.889 -9.691 17.154
H -22.723 -9.679 17.625
H -22.022 -9.097 16.415
O -26.831 -7.875 24.244
H -27.294 -7.184 24.717
H -25.904 -7.686 24.390
O -23.005 -4.692 25.783
H -23.800 -4.279 25.447
H -22.303 -4.081 25.558
O -14.516 -12.371 16.403
H -15.048 -12.038 17.124
H -15.091 -12.328 15.639
O -13.161 -3.045 20.462
H -13.008 -3.506 21.287
H -12.378 -2.509 20.339
O -20.778 -13.499 19.003
H -21.380 -13.359 19.734
H -20.838 -12.696 18.485
O -24.216 -4.694 20.252
H -23.352 -4.472 19.903
H -24.742 -3.909 20.106
O -15.336 -5.914 28.585
H -15.243 -5.747 29.523
H -16.282 -5.969 28.444
O -19.888 -6.654 28.830
H -20.176 -7.564 28.905
H -20.455 -6.278 28.156
O -25.437 -9.210 19.636
H -25.290 -8.308 19.921
H -26.357 -9.378 19.840
O -12.686 -5.325 16.726
H -13.276 -5.076 17.437
H -12.974 -4.799 15.980
O -16.179 -7.761 15.743
H -15.259 -7.674 15.993
H -16.665 -7.427 16.497
C -19.315 -6.784 22.025
C -18.481 -7.085 20.760
O -19.028 -6.577 19.553
H -19.434 -5.721 22.234
H -18.963 -7.233 22.954
H -20.344 -7.036 21.769
H -18.432 -8.149 20.530
H -17.435 -6.776 20.780
H -19.673 -7.213 19.238

Output
- LUMO: -0.047 eV
- Total charge: 0
- HOMO-LUMO gap: 10.56 eV
- Relative energy (zero: lowest compared OMol25 entry of this formula, charge and spin): 59.9 kcal/mol

=====

No. 7
Computed, not measured: C46H28Cl2F4GeN5O2Rh as an isolated structure, with the ωB97M-V functional and the def2-TZVPD basis.

Element x y z (Å)
Rh -0.252 0.957 0.197
F 3.904 0.947 4.912
C 2.696 0.340 4.852
C 1.972 0.417 6.085
F 2.649 1.007 7.100
C 0.682 0.045 6.232
C 0.191 -0.754 5.079
C 0.933 -0.855 3.755
F -0.946 -2.103 2.975
C 2.233 -0.109 3.665
C 2.978 0.251 2.428
C 2.379 0.351 1.205
N 1.844 0.398 0.163
C 4.301 0.761 2.382
N 5.381 1.147 2.213
F -1.148 -0.916 5.107
C -0.152 0.337 7.368
C -1.364 -0.326 7.671
N -2.358 -0.824 7.996
C 0.205 1.320 8.321
N 0.446 2.119 9.125
Cl 4.032 -2.641 -1.734
C 2.775 -2.632 -2.931
C 3.125 -2.691 -4.270
C 2.131 -2.708 -5.232
C 0.799 -2.626 -4.854
C 0.468 -2.511 -3.515
Cl -1.182 -2.291 -3.073
C 1.447 -2.548 -2.503
N 1.130 -2.484 -1.156
C 0.396 -3.468 -0.491
C -0.214 -4.490 -1.221
C -0.987 -5.451 -0.594
C -1.136 -5.423 0.782
C -0.492 -4.433 1.507
C 0.277 -3.437 0.911
C 1.016 -2.492 1.838
C 0.161 -1.359 2.483
O 0.916 -1.897 4.773
O -0.296 -0.373 1.736
H 4.170 -2.746 -4.541
H 2.394 -2.783 -6.279
H 0.007 -2.623 -5.588
H 1.746 -1.916 -0.597
H -0.096 -4.526 -2.296
H -1.467 -6.220 -1.188
H -1.733 -6.169 1.290
H -0.579 -4.417 2.586
H 1.922 -2.067 1.410
H 1.339 -3.094 2.690
C -0.095 2.182 -0.882
Ge 0.552 3.112 -2.489
C 0.264 5.027 -2.247
C -0.280 5.527 -1.065
C -0.480 6.892 -0.898
C -0.134 7.773 -1.912
C 0.410 7.288 -3.094
C 0.606 5.925 -3.259
C -0.506 2.563 -4.028
C -1.866 2.873 -4.016
C -2.693 2.490 -5.061
C -2.165 1.802 -6.144
C -0.812 1.502 -6.176
C 0.011 1.872 -5.120
C 2.429 2.630 -2.405
C 2.978 1.496 -2.996
C 4.250 1.067 -2.640
C 4.968 1.738 -1.663
C 4.429 2.865 -1.060
C 3.174 3.312 -1.439
H -0.546 4.848 -0.262
H -0.900 7.265 0.028
H -0.285 8.837 -1.781
H 0.684 7.973 -3.887
H 1.030 5.556 -4.187
H -2.288 3.416 -3.176
H -3.749 2.726 -5.028
H -2.808 1.499 -6.961
H -0.394 0.970 -7.023
H 1.065 1.631 -5.164
H 2.409 0.899 -3.699
H 4.657 0.174 -3.094
H 5.930 1.366 -1.335
H 4.969 3.358 -0.263
H 2.747 4.176 -0.939
C -2.319 0.989 0.352
H -2.541 -0.052 0.586
H -2.850 1.299 -0.548
H -2.620 1.612 1.194

Output
- LUMO: 3.331 eV
- Total charge: -2
- HOMO-LUMO gap: 4.49 eV
- Relative energy (zero: lowest compared OMol25 entry of this formula, charge and spin): 74.7 kcal/mol

=====

No. 8
Computed, not measured: one molecule with the formula CH4N2OS in a non-equilibrium geometry, with the ωB97M-V functional and the def2-TZVPD basis.

Element x y z (Å)
C 0.833 0.824 0.003
N -0.533 0.366 -0.042
N -0.748 -1.131 0.248
O 0.084 -1.739 0.863
S -2.143 -1.579 -0.312
H 0.956 1.565 -0.808
H 1.061 1.345 0.988
H 1.580 -0.115 -0.109
H -1.090 0.464 -0.831

Output
- LUMO (alpha / beta): -0.519 / -0.520 eV
- Total charge: 0
- SMILES: CN[N+]([O-])=S
- HOMO-LUMO gap (alpha / beta): 8.99 / 8.99 eV
- Relative energy (zero: lowest compared OMol25 entry of this formula, charge and spin): 95.1 kcal/mol

=====

No. 9
Computed, not measured: one molecule with the formula C3H5N2OP in a non-equilibrium geometry, with the ωB97M-V functional and the def2-TZVPD basis.

Element x y z (Å)
C -2.247 -0.196 0.175
C -0.772 -0.359 0.059
N -0.221 -1.553 -0.041
N 1.100 -1.401 -0.087
C 1.512 -0.233 -0.045
P 3.028 0.686 0.058
O 0.017 0.658 0.084
H -2.583 -0.681 1.089
H -2.505 0.860 0.201
H -2.738 -0.688 -0.661
H 2.375 1.843 0.457
H 3.033 1.064 -1.289

Output
- LUMO: 0.774 eV
- Total charge: 0
- SMILES: Cc1nnc(P)o1
- HOMO-LUMO gap: 10.29 eV
- Relative energy (zero: lowest compared OMol25 entry of this formula, charge and spin): 60.5 kcal/mol

=====

No. 10
Computed, not measured: one molecule with the formula C5H9NO in a non-equilibrium geometry, with the ωB97M-V functional and the def2-TZVPD basis.

Element x y z (Å)
C -1.249 -0.206 1.148
C -1.234 -0.020 -0.353
N -1.110 1.381 -0.635
C 0.032 0.331 -1.033
C 1.362 0.260 -0.284
C 1.864 -1.072 0.281
O 1.218 -2.072 0.456
H -0.545 0.467 1.652
H -2.247 0.088 1.488
H -1.045 -1.234 1.434
H -1.989 -0.597 -0.874
H -1.627 1.502 -1.523
H 0.024 0.856 -1.959
H 1.278 0.923 0.582
H 2.182 0.653 -0.897
H 2.942 -1.050 0.583

Output
- LUMO: 1.006 eV
- Total charge: 0
- SMILES: C[C@H]1N[C@H]1CC=O
- HOMO-LUMO gap: 10.26 eV
- Relative energy (zero: lowest compared OMol25 entry of this formula, charge and spin): 78.5 kcal/mol

=====

Summary of DFT total energy in eV
-53842.90362 -47848.67254 -72753.40750 -91310.63700 -139542.33558 -29177.05105 -155136.88499 -16961.06534 -17506.27025 -8865.80746
(order as listed above)